ORCA calculation (ωB97M-V/def2-TZVPD) on 6 unconnected molecules or ions with the total composition C36H73F6N3O5 in a non-equilibrium geometry.

Geometry as ORCA input:
```
! wB97M-V def2-TZVPD RIJCOSX def2/J DEFGRID3
* xyz 2 1
C 3.362 2.818 2.287
C 3.220 1.961 3.534
C 2.307 0.733 3.360
N 2.331 -0.302 4.450
C 1.648 0.329 5.642
C 1.344 -0.639 6.828
C 0.597 -1.895 6.269
C 1.214 -2.523 5.039
C 1.500 -1.424 3.914
C 3.627 -0.730 4.881
H 2.366 3.009 1.804
H 3.766 2.138 1.581
H 3.971 3.610 2.370
H 2.901 2.675 4.311
H 4.257 1.623 3.793
H 2.770 0.160 2.485
H 1.415 0.988 2.921
H 0.700 0.767 5.254
H 2.289 1.129 6.105
H 0.663 -0.098 7.441
H 2.174 -0.782 7.501
H -0.452 -1.586 6.110
H 1.020 -2.637 7.084
H 0.716 -3.294 4.690
H 2.099 -2.940 5.151
H 0.518 -1.144 3.443
H 2.105 -1.977 3.269
H 3.535 -1.552 5.448
H 4.226 0.070 5.550
H 4.297 -1.026 3.940
C 1.778 -6.308 -2.375
C 2.732 -5.417 -1.584
C 2.378 -4.046 -1.869
N 3.143 -3.113 -1.052
C 4.656 -3.118 -1.504
C 5.412 -2.037 -0.826
C 4.982 -0.626 -1.065
C 3.531 -0.611 -0.741
C 2.732 -1.705 -1.453
C 2.991 -3.420 0.408
H 2.213 -6.156 -3.327
H 0.647 -6.268 -2.127
H 1.979 -7.477 -2.244
H 3.638 -5.650 -1.513
H 2.447 -5.798 -0.557
H 1.277 -3.912 -1.545
H 2.435 -3.842 -3.045
H 4.588 -3.211 -2.615
H 5.314 -3.967 -1.449
H 6.385 -2.153 -1.201
H 5.725 -2.171 0.180
H 5.161 -0.233 -2.114
H 5.589 -0.048 -0.320
H 2.984 0.291 -1.207
H 3.173 -0.749 0.218
H 2.719 -1.625 -2.639
H 1.762 -1.496 -1.307
H 3.688 -2.818 1.102
H 3.542 -4.416 0.639
H 1.843 -3.234 0.683
C -2.665 -2.703 2.944
C -2.463 -2.784 1.409
C -2.928 -1.358 0.850
N -2.996 -1.238 -0.672
C -4.193 -1.926 -1.156
C -4.574 -1.729 -2.569
C -4.797 -0.255 -2.889
C -3.522 0.566 -2.523
C -3.093 0.238 -1.003
C -1.762 -1.784 -1.293
H -3.638 -2.602 3.153
H -1.889 -1.914 3.362
H -2.204 -3.525 3.401
H -2.939 -3.587 0.958
H -1.373 -3.059 1.017
H -2.135 -0.831 1.292
H -3.912 -0.853 1.165
H -5.134 -1.509 -0.599
H -4.266 -2.966 -0.960
H -5.552 -2.361 -2.743
H -3.830 -2.144 -3.148
H -5.588 0.121 -2.385
H -4.810 -0.116 -3.969
H -3.639 1.558 -2.780
H -2.647 0.336 -2.992
H -3.758 0.739 -0.197
H -2.245 0.895 -0.656
H -0.797 -1.461 -0.875
H -1.576 -1.521 -2.361
H -1.612 -2.918 -1.177
C 0.241 1.457 0.243
O 0.441 0.158 0.858
H -0.720 1.812 0.331
H 0.658 1.317 -0.829
H 0.930 2.073 0.638
C -5.319 8.776 -1.116
C -5.673 7.372 -1.001
O -4.495 6.683 -1.085
C -4.304 5.613 -0.289
O -5.015 5.128 0.551
C -2.891 4.980 -0.563
F -2.778 3.630 -0.176
F -2.746 4.905 -1.963
F -1.922 5.582 0.016
H -4.895 9.104 -0.304
H -6.400 9.333 -1.142
H -4.753 8.874 -2.026
H -6.408 7.059 -1.719
H -6.302 7.428 -0.118
C 0.616 1.224 -3.843
C -0.457 1.495 -4.913
O -0.478 2.879 -5.143
C -1.405 3.299 -6.071
O -1.993 2.619 -6.775
C -1.668 4.884 -6.076
F -2.145 5.272 -7.347
F -2.490 5.210 -5.086
F -0.457 5.361 -5.840
H 0.313 1.411 -2.958
H 1.605 1.544 -4.254
H 0.877 -0.012 -3.950
H -1.338 0.970 -4.846
H -0.006 1.069 -5.848
*
```

Results
**M**: 742.0 Da
**HOMO-LUMO gap**: 0.2418 hartree
**E_LUMO**: -4.3 eV
**E**: -69500.5129 eV
**Relative energy (zero: lowest compared OMol25 entry of this formula, charge and spin)**: 0.000 eV

Mulliken atomic charge list, values in e, 99 entries: -1.361, -0.265, -0.674, 0.941, -0.709, -1.034, -0.386, -1.886, -0.156, -1.018, 0.202, 0.214, 0.517, 0.333, 0.222, -0.218, 0.707, 0.358, 0.459, 0.503, 0.411, 0.313, 0.262, 0.902, 0.775, 0.119, 0.178, 0.603, 0.321, 0.187, -1.387, -1.115, -0.087, 0.857, -0.598, -1.033, -0.454, -0.159, -0.757, -0.505, 0.420, 0.257, 0.345, 1.097, 0.292, -0.293, 0.471, 0.453, 0.397, 0.497, 0.365, 0.317, 0.265, 0.271, -0.086, 0.232, 0.242, 0.135, 0.470, 0.026, -1.344, -0.079, -0.773, 1.188, -0.511, -0.806, -0.937, -0.923, 0.168, -1.166, 0.499, 0.136, 0.472, 0.518, -0.174, 0.221, 0.614, 0.344, 0.385, 0.361, 0.392, 0.439, 0.432, 0.865, 0.083, 0.358, -0.717, 0.077, 0.455, 0.353, 0.233, -0.427, 0.371, -0.449, -0.520, -1.226, -0.285, -0.209, 0.280

ORCA calculation (ωB97M-V/def2-TZVPD) on a molecular structure, C31H42CoN6O3PS.

Geometry as ORCA input:
```
! wB97M-V def2-TZVPD RIJCOSX def2/J DEFGRID3
* xyz 1 4
Co -0.497 -0.409 0.583
O 0.473 3.782 2.132
C -0.729 4.344 1.882
C -0.917 5.659 2.309
C -2.124 6.293 2.098
C -3.173 5.633 1.457
C -2.989 4.334 1.033
C -1.774 3.666 1.233
C -1.601 2.274 0.744
O -0.430 1.722 0.906
N -2.610 1.704 0.141
N -2.265 0.404 -0.236
C -2.864 -0.068 -1.251
C -2.543 -1.366 -1.855
C -3.098 -1.625 -3.113
C -2.815 -2.775 -3.824
C -1.957 -3.712 -3.251
C -1.410 -3.494 -2.001
C -1.682 -2.327 -1.256
O -1.149 -2.175 -0.064
H 0.411 2.858 1.799
H -0.097 6.156 2.811
H -2.255 7.313 2.438
H -4.117 6.133 1.294
H -3.783 3.795 0.535
H -3.609 0.561 -1.744
H -3.777 -0.889 -3.533
H -3.265 -2.952 -4.791
H -1.728 -4.628 -3.783
H -0.768 -4.241 -1.547
C -2.655 -2.429 3.526
S -2.549 -0.890 2.602
C -2.431 0.266 3.981
H -1.776 -2.571 4.157
H -2.728 -3.241 2.804
H -3.549 -2.431 4.148
H -3.358 0.282 4.552
H -2.256 1.256 3.559
H -1.596 0.004 4.631
C 2.830 0.740 -3.721
N 1.391 0.424 -4.169
C 0.680 1.759 -4.445
N 0.739 2.606 -3.310
C 2.128 2.853 -2.923
N 2.841 1.614 -2.605
C 2.333 0.985 -1.374
P 0.544 0.524 -1.490
C 0.656 -0.364 -3.119
C -0.076 2.129 -2.182
H 3.314 1.201 -4.581
H 3.301 -0.214 -3.490
H 1.426 -0.116 -5.034
H -0.347 1.517 -4.714
H 1.198 2.204 -5.294
H 2.141 3.504 -2.051
H 2.641 3.354 -3.745
H 2.463 1.669 -0.534
H 2.917 0.092 -1.140
H -0.351 -0.579 -3.481
H 1.170 -1.317 -2.985
H -0.060 2.879 -1.392
H -1.116 2.012 -2.493
C 0.312 -3.604 2.446
N 1.370 -4.049 1.486
C 2.506 -4.680 2.210
C 1.815 -2.929 0.536
C 2.274 -1.710 1.278
C 3.612 -1.646 1.686
C 4.059 -0.591 2.462
C 3.141 0.382 2.846
C 1.825 0.319 2.402
C 1.329 -0.705 1.572
H -0.035 -4.484 2.984
H -0.487 -3.136 1.881
H 0.757 -2.884 3.126
H 0.949 -4.761 0.890
H 2.949 -3.933 2.861
H 3.241 -5.031 1.489
H 2.126 -5.513 2.797
H 0.924 -2.718 -0.055
H 2.595 -3.381 -0.079
H 4.313 -2.422 1.385
H 5.095 -0.532 2.769
H 3.456 1.204 3.477
H 1.153 1.112 2.713
*
```

Results
**M**: 668.7 Da
**HOMO-LUMO gap (alpha / beta)**: 0.2526 / 0.2535 hartree
**E_LUMO (alpha / beta)**: -2.6 / -2.6 eV
**E**: -105656.3910 eV
**Relative energy (zero: lowest compared OMol25 entry of this formula, charge and spin)**: 0.000 eV

For reference, the Mulliken charges in units of e are: -0.177, -0.800, 0.366, -0.661, -0.342, -0.831, -0.705, 0.156, 0.311, 0.009, -1.226, 1.141, -1.073, 1.047, -0.683, -0.852, -0.650, -0.595, 0.340, -0.849, 0.206, 0.469, 0.393, 0.434, 0.464, 0.341, 0.406, 0.424, 0.452, 0.337, -1.009, 0.507, -0.859, 0.229, 0.319, 0.441, 0.407, 0.139, 0.275, -0.785, 0.174, -0.701, 0.219, -0.926, 0.245, -1.300, 2.504, -1.525, -1.715, 0.357, 0.380, 0.341, 0.395, 0.361, 0.405, 0.296, 0.321, 0.416, 0.402, 0.400, 0.475, 0.508, -0.419, 0.134, -0.868, -0.739, 1.646, -0.427, -1.009, -0.752, -0.063, 0.155, 0.544, -0.432, 0.452, 0.351, 0.423, 0.348, 0.341, -0.643, 0.653, 0.492, 0.422, 0.454, 0.385